(1)
Entry from the OMol25 dataset: an isolated molecule of C4H8N2O2S in a non-equilibrium geometry (wB97M-V/def2-TZVPD).

ORCA input file:
```
! RIJCOSX wB97M-V def2-TZVPD def2/J DEFGRID3
* xyz 0 1
C 0.06 1.76 0.87
C 0.03 -0.14 -1.23
C -1.68 0.25 0.64
C 0.71 -1.39 -0.73
N -1.28 1.46 0.81
N -2.75 -0.04 -0.17
O -2.97 -1.24 -0.44
O -3.47 0.78 -0.68
S 0.73 1.40 -1.05
H 0.26 2.85 1.00
H 0.52 1.31 1.71
H -0.54 -0.39 -2.10
H -1.19 -0.63 0.99
H 1.42 -1.08 0.03
H 1.11 -1.95 -1.56
H 0.00 -2.07 -0.19
H -1.97 2.13 0.38
*
```

Values from the calculation:
Energy relative to the best compared isomer or geometry (same formula, charge and spin)   6.071 eV

Atom charges from the Löwdin analysis, given in e for atoms 1 to 8:
1. C -0.3112
2. C -0.5856
3. C -0.1435
4. C -0.1720
5. N -0.0576
6. N -0.4247
7. O 0.0134
8. O 0.0560

(2)
Entry from the OMol25 dataset: a structure of composition C18H18CdCl6NSi (wB97M-V/def2-TZVPD).

ORCA input file:
```
! RIJCOSX wB97M-V def2-TZVPD def2/J DEFGRID3
* xyz -1 1
Cd 1.11 1.14 1.05
N 3.81 -0.52 0.59
C 2.55 -0.59 0.77
H 4.10 0.46 0.69
Cl -0.84 2.32 -5.43
C -0.02 2.50 -3.89
C 1.25 1.97 -3.72
C 1.89 2.12 -2.50
C 1.29 2.80 -1.42
C 1.95 2.89 -0.11
C 0.01 3.32 -1.65
C -0.64 3.18 -2.86
H 1.72 1.44 -4.54
H 2.87 1.69 -2.37
H 1.70 3.81 0.41
H 3.03 2.79 -0.19
H -0.49 3.83 -0.83
H -1.64 3.59 -3.00
Cl 2.78 -2.51 3.13
C 1.96 -2.89 1.65
C 1.96 -1.96 0.62
C 1.24 -2.27 -0.53
Cl 1.18 -1.07 -1.78
C 0.56 -3.47 -0.68
Cl -0.31 -3.81 -2.12
C 0.58 -4.40 0.36
Cl -0.27 -5.89 0.21
C 1.28 -4.10 1.53
Cl 1.29 -5.24 2.83
C -3.76 0.30 2.28
Si -2.05 0.04 1.51
C -2.27 0.28 -0.35
C -1.59 -1.76 1.85
C -0.78 1.18 2.19
H -4.51 -0.39 1.86
H -4.12 1.32 2.12
H -3.73 0.13 3.36
H -3.01 -0.40 -0.77
H -1.33 0.13 -0.89
H -2.60 1.30 -0.56
H -2.30 -2.45 1.41
H -1.55 -1.94 2.93
H -0.60 -2.00 1.45
H -0.55 0.92 3.23
H -1.14 2.21 2.18
*
```

Values from the calculation:
Energy relative to the best compared isomer or geometry (same formula, charge and spin)   0.000 eV

Atom charges from the Löwdin analysis, given in e for atoms 1 to 8:
1. Cd 1.2134
2. N 0.0258
3. C -0.4547
4. H 0.0021
5. Cl 0.5945
6. C -0.6920
7. C -0.1442
8. C -0.1091

(3)
Entry from the OMol25 dataset: a cluster of 5 separate species, C38H62BClIO20P2 in total in a non-equilibrium geometry (wB97M-V/def2-TZVPD).

ORCA input file:
```
! RIJCOSX wB97M-V def2-TZVPD def2/J DEFGRID3
* xyz -1 1
C 6.91 -1.35 2.63
C 5.60 -2.04 2.14
C 4.54 -2.10 3.26
O 3.26 -1.77 2.76
C 2.49 -1.11 3.75
C 1.27 -0.37 3.22
O 0.45 -1.12 2.41
P -0.59 -0.17 1.35
C 0.43 -0.93 -0.10
C 1.52 -0.20 -0.84
O 1.43 0.88 -1.39
C 2.86 -0.95 -1.06
C 3.94 -0.23 -1.53
C 5.15 -0.82 -1.81
C 5.32 -2.18 -1.62
C 4.25 -2.91 -1.16
C 3.05 -2.31 -0.88
C -1.67 0.76 0.07
C -2.87 0.00 -0.50
C -4.22 0.19 0.21
I -3.22 1.02 -2.47
O -1.23 0.53 2.80
C -2.22 1.49 2.83
C -1.82 2.98 2.62
C -1.75 -1.69 1.58
C -1.64 -2.85 0.82
C -2.46 -3.94 1.00
C -3.46 -3.95 1.96
C -3.56 -2.82 2.75
C -2.73 -1.74 2.56
O 0.60 1.17 1.47
C 1.49 1.09 2.52
C 1.31 2.06 3.74
B 1.71 3.58 3.56
O 0.76 4.57 3.54
O 3.04 4.06 3.48
P 3.27 1.18 1.90
O 4.23 1.43 3.25
Cl 3.39 2.89 0.63
H 7.80 -1.88 2.28
H 6.93 -1.21 3.72
H 6.96 -0.35 2.18
H 5.85 -3.04 1.77
H 5.18 -1.39 1.37
H 4.53 -3.10 3.74
H 4.88 -1.40 4.04
H 2.11 -1.88 4.44
H 3.07 -0.41 4.38
H 0.76 -0.10 4.16
H -0.29 -1.26 -0.87
H 0.85 -1.86 0.27
H 3.85 0.84 -1.73
H 5.96 -0.19 -2.18
H 6.28 -2.61 -1.87
H 4.39 -3.98 -1.03
H 2.23 -2.94 -0.54
H -1.85 1.82 0.27
H -0.99 0.81 -0.79
H -2.67 -1.01 -0.85
H -5.01 0.13 -0.55
H -4.47 -0.59 0.94
H -4.32 1.20 0.61
H -2.64 1.49 3.85
H -3.12 1.33 2.22
H -2.67 3.49 2.13
H -0.96 3.13 1.95
H -1.71 3.49 3.58
H -0.91 -2.97 0.03
H -2.35 -4.82 0.36
H -4.15 -4.77 2.11
H -4.32 -2.80 3.53
H -2.90 -0.92 3.26
H 1.94 1.65 4.55
H 0.29 2.02 4.14
H 1.18 5.39 3.22
H 3.43 3.87 4.35
H 5.12 1.38 2.89
C -8.12 3.95 2.48
O -7.63 4.20 3.80
C -6.30 4.27 3.88
O -5.54 4.15 2.96
O -5.97 4.50 5.15
C -4.57 4.60 5.38
H -9.21 3.91 2.55
H -7.84 4.75 1.81
H -7.76 2.99 2.11
H -4.14 5.43 4.82
H -4.06 3.67 5.12
H -4.42 4.79 6.44
C -8.95 -2.74 -5.42
O -8.37 -2.55 -4.14
C -7.03 -2.50 -4.14
O -6.33 -2.61 -5.12
O -6.62 -2.31 -2.89
C -5.20 -2.24 -2.74
H -10.03 -2.76 -5.29
H -8.70 -1.92 -6.09
H -8.63 -3.69 -5.85
H -4.79 -1.40 -3.30
H -4.73 -3.17 -3.06
H -4.99 -2.09 -1.69
C 1.93 -7.30 -5.37
O 1.48 -5.95 -5.29
C 2.46 -5.05 -5.17
O 3.63 -5.29 -5.13
O 1.90 -3.84 -5.11
C 2.84 -2.77 -4.97
H 1.05 -7.93 -5.47
H 2.57 -7.44 -6.25
H 2.47 -7.58 -4.47
H 3.51 -2.73 -5.83
H 3.41 -2.87 -4.05
H 2.27 -1.84 -4.93
C 4.22 3.88 -2.34
O 4.94 4.08 -3.57
C 4.45 5.04 -4.34
O 3.49 5.73 -4.10
O 5.20 5.11 -5.45
C 4.78 6.11 -6.37
H 4.72 3.08 -1.80
H 4.26 4.78 -1.73
H 3.19 3.59 -2.53
H 4.84 7.10 -5.92
H 3.77 5.91 -6.73
H 5.47 6.07 -7.22
*
```

Atom charges from the Löwdin analysis, given in e for atoms 1 to 8:
1. C -0.1023
2. C -0.1986
3. C -0.2429
4. O -0.1480
5. C -0.1967
6. C -0.3361
7. O -0.1940
8. P 0.7359

(4)
Entry from the OMol25 dataset: an isolated molecule of C3H6N2OS in a non-equilibrium geometry (wB97M-V/def2-TZVPD).

ORCA input file:
```
! RIJCOSX wB97M-V def2-TZVPD def2/J DEFGRID3
* xyz 0 1
C -1.65 -1.50 -0.35
C 0.48 -0.34 0.10
C -0.50 0.88 0.16
H -2.29 -0.49 -0.61
H -1.88 -2.37 -1.13
H -2.23 -2.04 0.70
H -0.46 2.87 -0.57
H 0.63 1.84 -1.25
H -1.89 0.46 1.55
N -0.26 1.81 -0.83
N -1.58 1.15 0.87
O -0.21 -1.48 -0.17
S 2.04 -0.21 0.18
*
```

Values from the calculation:
Energy relative to the best compared isomer or geometry (same formula, charge and spin)   3.667 eV
SMILES   [H]/N=C(/N)C(=S)OC

Atom charges from the Löwdin analysis, given in e for atoms 1 to 8:
1. C -0.1238
2. C -0.8281
3. C -0.5062
4. H 0.1346
5. H 0.1077
6. H 0.1485
7. H 0.1646
8. H 0.0476

(5)
Entry from the OMol25 dataset: a cluster of 2 separate species, C21H35F8NO in total (wB97M-V/def2-TZVPD).

ORCA input file:
```
! RIJCOSX wB97M-V def2-TZVPD def2/J DEFGRID3
* xyz 0 1
C 4.45 -2.65 1.71
C 3.00 -2.57 1.23
C 2.88 -2.27 -0.26
C 3.32 -0.84 -0.62
C 2.65 -0.25 -1.88
C 1.76 0.95 -1.53
C 0.68 0.55 -0.49
C -0.75 0.39 -1.07
C -1.87 1.17 -0.37
C -1.43 2.66 -0.18
C -1.06 3.16 1.23
C 0.21 4.00 1.28
F 0.44 4.66 0.13
F 1.30 3.27 1.50
F 0.14 4.91 2.24
C -3.22 1.21 -1.18
C -3.74 -0.11 -1.77
F -2.79 -0.66 -2.64
C -5.02 0.08 -2.59
C -5.85 -1.20 -2.67
C -4.20 1.64 -0.06
C -3.66 0.90 1.10
N -2.40 0.58 0.93
C -1.75 -0.30 1.91
F -2.43 -0.12 3.07
F -0.49 0.07 2.11
C -1.83 -1.82 1.61
F -3.06 -2.06 1.09
F -0.92 -2.16 0.69
H 4.54 -3.20 2.65
H 4.88 -1.66 1.85
H 5.07 -3.17 0.98
H 2.49 -3.52 1.43
H 2.45 -1.79 1.79
H 1.85 -2.42 -0.60
H 3.50 -2.98 -0.82
H 3.08 -0.20 0.23
H 4.41 -0.81 -0.73
H 2.04 -1.02 -2.36
H 3.40 0.06 -2.62
H 1.29 1.36 -2.43
H 2.38 1.74 -1.11
H 0.97 -0.39 -0.04
H 0.68 1.28 0.31
H -1.02 -0.66 -1.15
H -0.76 0.77 -2.09
H -2.24 3.31 -0.54
H -0.60 2.83 -0.86
H -0.92 2.36 1.95
H -1.85 3.81 1.63
H -3.15 1.92 -2.00
H -3.91 -0.86 -0.99
H -5.62 0.91 -2.21
H -4.67 0.35 -3.60
H -6.24 -1.49 -1.69
H -6.68 -1.10 -3.36
H -5.22 -2.02 -3.03
H -4.09 2.71 0.15
H -5.25 1.40 -0.24
H -4.25 0.59 1.95
H -1.68 -2.38 2.53
C 8.15 -1.80 2.11
O 7.38 -2.80 1.65
H 8.33 -1.82 3.21
H 9.17 -1.74 1.65
H 7.72 -0.77 1.92
*
```

Atom charges from the Löwdin analysis, given in e for atoms 1 to 8:
1. C -0.1181
2. C -0.2823
3. C -0.2344
4. C -0.2050
5. C -0.1974
6. C -0.1885
7. C -0.1759
8. C -0.1006

(6)
Entry from the OMol25 dataset: a cluster of 2 separate species, C7H8O3 in total in a non-equilibrium geometry (wB97M-V/def2-TZVPD).

ORCA input file:
```
! RIJCOSX wB97M-V def2-TZVPD def2/J DEFGRID3
* xyz 0 1
C 3.00 0.82 -1.54
C 1.06 -0.89 1.05
C 0.02 -1.64 -0.82
C -0.02 0.05 0.75
C -0.70 -0.35 -0.34
C -0.15 1.33 1.53
C -1.89 0.19 -0.91
O 3.54 0.78 -0.55
O 1.93 -0.87 1.90
O 0.95 -1.89 0.18
H -0.54 -2.59 -1.14
H 0.50 -1.27 -1.80
H -1.20 1.39 1.91
H -0.23 2.14 0.71
H 0.60 1.39 2.23
H -2.65 0.27 -0.09
H -2.39 -0.24 -1.81
H -1.86 1.36 -1.26
*
```

Values from the calculation:
Energy relative to the best compared isomer or geometry (same formula, charge and spin)   1.431 eV

Atom charges from the Löwdin analysis, given in e for atoms 1 to 8:
1. C -0.0036
2. C -0.4708
3. C -0.1281
4. C -0.1727
5. C -0.2311
6. C -0.0025
7. C -0.0668
8. O 0.0432

(7)
Entry from the OMol25 dataset: a structure of composition C55H43BrF4KN7O7S in a non-equilibrium geometry (wB97M-V/def2-TZVPD).

ORCA input file:
```
! RIJCOSX wB97M-V def2-TZVPD def2/J DEFGRID3
* xyz -2 1
K 15.16 16.96 14.27
C 12.21 12.86 10.80
C 12.51 13.95 11.82
C 12.64 15.25 11.11
O 13.60 13.62 12.62
C 13.46 14.13 13.92
C 11.98 14.44 14.04
O 11.43 14.03 12.80
C 11.62 15.97 14.32
O 12.61 16.76 13.90
C 10.27 16.42 13.68
C 9.21 15.57 13.41
C 7.90 16.04 13.31
C 7.56 17.37 13.40
C 8.61 18.23 13.47
C 9.91 17.81 13.60
C 11.28 16.16 15.81
C 10.33 15.31 16.40
C 10.02 15.45 17.72
C 10.69 16.38 18.57
C 11.55 17.24 17.94
C 11.90 17.15 16.56
C 14.36 13.29 14.88
O 15.60 13.71 14.59
C 13.99 13.65 16.34
C 12.92 13.18 17.07
C 12.73 13.63 18.39
C 13.61 14.48 19.00
C 14.71 14.90 18.29
C 14.90 14.47 16.98
C 14.09 11.79 14.67
C 12.89 11.34 14.15
C 12.81 9.94 13.83
C 13.79 9.05 14.11
C 14.98 9.50 14.69
C 15.17 10.84 14.92
H 13.13 12.71 10.25
H 11.37 13.19 10.21
H 11.95 11.97 11.36
H 13.39 15.19 10.35
H 12.89 16.09 11.72
H 11.72 15.46 10.60
H 13.93 15.10 14.07
H 11.55 13.77 14.81
H 9.41 14.51 13.38
H 7.15 15.27 13.18
H 6.54 17.75 13.32
H 8.49 19.27 13.42
H 10.70 18.53 13.78
H 9.65 14.66 15.81
H 9.27 14.76 18.13
H 10.56 16.36 19.62
H 12.11 17.95 18.52
H 12.63 17.75 16.03
H 12.17 12.45 16.73
H 11.89 13.35 19.00
H 13.33 14.86 19.96
H 15.54 15.44 18.75
H 15.80 14.61 16.38
H 12.08 11.95 13.77
H 11.83 9.65 13.34
H 13.64 8.05 13.78
H 15.81 8.81 14.98
H 16.09 11.22 15.26
O 15.25 19.52 19.36
O 14.42 18.90 18.19
N 16.67 17.93 18.33
C 15.67 18.56 18.58
H 16.66 17.23 17.61
Br 16.28 16.93 11.19
F 17.62 13.27 11.06
C 18.34 14.38 11.29
C 19.01 14.98 10.29
F 18.76 14.64 8.99
C 19.88 16.10 10.55
C 19.92 16.54 11.88
C 19.05 16.12 12.81
F 19.04 16.79 13.95
C 18.33 14.90 12.63
C 17.76 14.18 13.72
C 17.55 14.89 14.94
N 17.61 15.61 15.86
C 17.41 12.81 13.71
N 17.67 11.70 13.77
F 20.70 17.60 12.21
C 20.62 16.73 9.53
C 21.56 17.77 9.77
N 22.40 18.57 9.87
C 20.60 16.33 8.16
N 20.85 16.14 7.03
C 11.03 18.78 9.74
C 11.82 19.39 10.92
C 13.32 19.04 10.77
N 13.93 19.52 12.03
C 15.19 19.82 12.27
S 15.85 20.13 13.78
N 16.06 19.99 11.12
C 16.01 20.95 10.14
O 16.78 20.93 9.20
C 14.86 21.89 10.14
C 14.30 22.50 11.24
C 13.23 23.34 11.12
C 12.69 23.58 9.87
C 13.22 23.00 8.73
C 14.30 22.11 8.89
H 9.93 19.00 9.74
H 11.11 17.72 9.73
H 11.48 19.10 8.83
H 11.36 18.96 11.85
H 11.81 20.46 10.99
H 13.77 19.61 9.97
H 13.54 17.97 10.65
H 13.40 19.27 12.88
H 16.62 19.16 10.90
H 14.74 22.45 12.22
H 12.81 23.78 12.06
H 11.80 24.26 9.72
H 12.79 23.24 7.73
H 14.68 21.58 8.04
*
```

Values from the calculation:
Energy relative to the best compared isomer or geometry (same formula, charge and spin)   0.000 eV

Atom charges from the Löwdin analysis, given in e for atoms 1 to 8:
1. K 0.5160
2. C 0.0305
3. C -0.5444
4. C -0.0007
5. O 0.0279
6. C -0.1915
7. C -0.1621
8. O -0.0556

(8)
Entry from the OMol25 dataset: a structure of composition C42H40Cl3CsGeNO2P2 in a non-equilibrium geometry (wB97M-V/def2-TZVPD).

ORCA input file:
```
! RIJCOSX wB97M-V def2-TZVPD def2/J DEFGRID3
* xyz 0 2
Cs 1.81 0.73 -1.14
C 0.18 -2.15 1.15
C 0.43 -2.14 2.66
P 0.73 -0.42 3.28
C 0.67 -0.72 5.09
C -0.39 -0.18 5.81
C -0.51 -0.40 7.18
C 0.43 -1.17 7.84
C 1.50 -1.72 7.14
C 1.62 -1.50 5.77
C 2.53 -0.29 2.97
C 3.26 -1.17 2.16
C 4.63 -0.98 1.95
C 5.29 0.09 2.53
C 4.57 0.98 3.32
C 3.21 0.80 3.53
C 0.43 -3.52 0.54
P 0.06 -3.64 -1.28
C -1.35 -4.81 -1.26
C -2.43 -4.53 -0.42
C -3.55 -5.36 -0.41
C -3.60 -6.47 -1.23
C -2.54 -6.75 -2.08
C -1.42 -5.92 -2.10
C 1.41 -4.73 -1.89
C 2.02 -4.42 -3.11
C 3.04 -5.23 -3.62
C 3.47 -6.34 -2.91
C 2.87 -6.66 -1.70
C 1.84 -5.87 -1.20
H 0.81 -1.39 0.70
H -0.83 -1.80 0.94
H 1.28 -2.78 2.90
H -0.42 -2.53 3.21
H -1.12 0.43 5.29
H -1.34 0.03 7.72
H 0.34 -1.34 8.91
H 2.24 -2.32 7.65
H 2.46 -1.92 5.23
H 2.77 -2.02 1.71
H 5.18 -1.68 1.34
H 6.35 0.23 2.37
H 5.07 1.83 3.78
H 2.66 1.51 4.14
H -0.17 -4.25 1.09
H 1.48 -3.81 0.67
H -2.41 -3.66 0.22
H -4.38 -5.13 0.25
H -4.47 -7.12 -1.22
H -2.58 -7.61 -2.74
H -0.60 -6.15 -2.77
H 1.68 -3.57 -3.68
H 3.50 -4.98 -4.57
H 4.27 -6.96 -3.30
H 3.19 -7.53 -1.14
H 1.36 -6.14 -0.27
C -4.74 6.33 -4.90
C -3.29 6.45 -4.49
C -2.46 7.32 -5.17
C -1.11 7.41 -4.82
C -0.63 6.66 -3.77
C -1.46 5.79 -3.07
N -0.87 5.06 -2.00
C -1.44 4.88 -0.75
C -2.34 5.83 -0.25
C -2.88 5.70 1.02
C -2.53 4.62 1.83
C -1.65 3.68 1.33
C -1.10 3.78 0.05
C -0.17 2.70 -0.40
O 0.49 2.89 -1.48
O -0.07 1.65 0.31
C -2.79 5.65 -3.45
C -3.69 4.61 -2.82
H -5.00 7.12 -5.61
H -5.42 6.41 -4.05
H -4.95 5.38 -5.39
H -2.86 7.93 -5.97
H -0.46 8.09 -5.36
H 0.40 6.75 -3.45
H -0.17 4.37 -2.24
H -2.60 6.68 -0.87
H -3.57 6.46 1.38
H -2.94 4.52 2.83
H -1.36 2.82 1.93
H -4.34 5.03 -2.05
H -3.10 3.82 -2.34
H -4.33 4.15 -3.57
Cl 2.86 -0.84 -3.66
Ge 3.85 -1.74 -1.96
Cl 5.46 -2.84 -2.76
Cl 4.74 0.01 -1.08
*
```

Values from the calculation:
Energy relative to the best compared isomer or geometry (same formula, charge and spin)   1.387 eV

Atom charges from the Löwdin analysis, given in e for atoms 1 to 8:
1. Cs 1.2157
2. C -0.3448
3. C -0.3740
4. P 1.0824
5. C -0.3884
6. C -0.1090
7. C -0.0881
8. C -0.0910

Number 1: calculated total energy -815.18390 a.u.. Number 2: calculated total energy -3969.90652 a.u.. Number 3: calculated total energy -4455.59401 a.u.. Number 4: calculated total energy -700.75444 a.u.. Number 5: calculated total energy -1749.89091 a.u.. Number 6: calculated total energy -497.21191 a.u.. Number 7: calculated total energy -7003.07977 a.u.. Number 8: calculated total energy -5990.16038 a.u..